Entry 1:
Entry from the OMol25 dataset: C11H30ClI2N2P2STc as an isolated structure at a distorted geometry (the ωB97M-V functional and the def2-TZVPD basis).

XYZ file:
```
50
C11H30ClI2N2P2STc | the OMol25 dataset | the ωB97M-V functional and the def2-TZVPD basis
I 0.389 2.197 -6.307
I -0.129 3.940 -4.568
Tc 0.149 0.057 -1.521
P -2.163 -0.058 -1.627
C -3.123 1.052 -0.530
C -2.841 0.298 -3.291
H -3.927 0.150 -3.316
H -3.922 -1.748 -1.394
H -2.355 -0.372 -4.005
H -2.350 -2.441 -1.907
H -2.863 2.091 -0.748
H -2.605 1.330 -3.563
C -2.837 -1.719 -1.247
H -4.200 0.909 -0.670
H -2.599 -1.976 -0.212
H -2.862 0.847 0.512
P 2.463 -0.034 -1.622
C 3.409 1.084 -0.521
C 3.153 -1.688 -1.245
H 2.664 -0.342 -4.000
H 4.227 0.197 -3.307
H 2.892 1.362 -3.556
C 3.141 0.332 -3.284
H 2.672 -2.414 -1.905
H 4.239 -1.706 -1.391
H 4.487 0.951 -0.657
H 3.146 0.876 0.520
H 2.918 -1.948 -0.209
H 3.141 2.121 -0.740
Cl 0.160 -1.643 -3.194
C -1.529 -1.410 4.664
C -0.229 -1.425 3.869
N -0.494 -1.698 2.470
C -0.079 -0.908 1.344
S 0.170 -1.730 -0.043
N 0.205 0.497 1.384
C -0.268 1.440 2.377
C 0.914 2.130 3.051
H -2.199 -0.603 4.303
H -1.306 -1.242 5.738
H -2.051 -2.385 4.557
H 0.340 -0.496 4.021
H 0.415 -2.240 4.266
H -0.864 -2.642 2.272
H 0.690 0.913 0.578
H -0.889 2.207 1.868
H -0.926 0.968 3.125
H 1.527 2.663 2.294
H 0.542 2.866 3.795
H 1.559 1.392 3.571
```

## Properties
orbital gap (spin up / spin down): 3.10 / 2.96 eV
spin multiplicity: 4
total energy: -75180.45028 eV
charge: +3

***

Entry 2:
Entry from the OMol25 dataset: a 2-piece molecular cluster, C4H12 overall at a distorted geometry (the ωB97M-V functional and the def2-TZVPD basis).

XYZ file:
```
16
C4H12 | the OMol25 dataset | the ωB97M-V functional and the def2-TZVPD basis
C -0.422 -0.111 -1.597
C -1.749 0.233 -2.385
H 0.308 0.365 -2.299
H -0.446 0.308 -0.583
H -0.221 -1.232 -1.381
H -2.797 -0.129 -2.046
H -1.600 -0.144 -3.529
H -2.082 1.222 -2.324
C 1.374 -0.715 1.757
C 0.946 0.660 2.286
H 0.991 -0.984 0.804
H 2.505 -0.938 1.713
H 0.958 -1.603 2.250
H 0.788 0.838 3.501
H -0.031 0.767 1.934
H 1.478 1.462 1.900
```

## Properties
orbital gap (spin up / spin down): 2.80 / 11.80 eV
spin multiplicity: 2
total energy: -4339.40643 eV
energy relative to the best compared isomer or geometry (same formula, charge and spin): 157.3 kJ/mol
charge: -1

***

Entry 3:
Entry from the OMol25 dataset: an isolated ion of composition C5H13N2O and charge -1 (the ωB97M-V functional and the def2-TZVPD basis).

XYZ file:
```
21
C5H13N2O | the OMol25 dataset | the ωB97M-V functional and the def2-TZVPD basis
C 0.987 -1.463 -1.473
N 0.171 -0.339 -1.012
C 0.383 -0.018 0.400
C -0.802 0.757 0.969
C -2.138 0.051 0.839
N -2.821 0.240 -0.431
C 1.719 0.752 0.612
O 2.814 0.026 0.374
H 0.736 -1.653 -2.521
H 0.652 -2.356 -0.934
H 2.043 -1.323 -1.267
H 0.401 0.486 -1.562
H 0.533 -0.962 0.939
H -0.812 1.718 0.462
H -0.558 1.021 2.001
H -2.808 0.258 1.696
H -1.974 -1.030 0.931
H -2.807 1.220 -0.697
H -2.192 -0.185 -1.113
H 1.645 1.630 -0.089
H 1.623 1.156 1.662
```

## Properties
structure (SMILES): CN[C@@H](C[O-])CCN
orbital gap: 6.45 eV
total energy: -10422.93167 eV
energy relative to the best compared isomer or geometry (same formula, charge and spin): 74.0 kJ/mol
charge: -1

***

Entry 4:
Entry from the OMol25 dataset: a 3-piece molecular cluster, C32H53ClF4N4O10P overall at a distorted geometry (the ωB97M-V functional and the def2-TZVPD basis).

XYZ file:
```
105
C32H53ClF4N4O10P | the OMol25 dataset | the ωB97M-V functional and the def2-TZVPD basis
C -4.625 -2.728 -3.369
C -5.051 -2.070 -1.975
O -5.754 -1.007 -2.027
O -4.744 -2.564 -0.675
C -3.796 -3.664 -0.703
C -3.144 -3.969 0.759
C -2.434 -2.634 1.389
C -0.867 -2.904 1.700
C -0.288 -2.071 2.953
C 0.936 -1.063 2.539
C 0.355 0.441 2.696
C 1.025 1.527 1.717
C 0.018 2.740 1.270
P -0.758 3.152 2.968
N -1.607 4.527 3.000
N 0.876 3.960 0.956
O 1.453 4.539 2.025
C 1.136 5.914 2.183
N 1.095 7.122 2.025
C 0.951 4.245 -0.362
C 1.790 5.466 -1.014
C 0.867 6.475 -1.875
N 1.072 6.805 -3.131
C 0.096 3.076 -1.139
Cl -0.865 3.717 -2.604
C 1.316 2.130 -1.593
C 2.076 2.406 -2.951
C 1.653 1.326 -4.104
F 2.047 3.697 -3.553
C -0.957 2.472 -0.014
C -2.404 3.173 -0.031
C -3.465 2.679 1.077
C -4.922 2.376 0.422
F -5.014 1.101 -0.190
F -5.368 3.450 -0.427
F -5.844 2.400 1.540
C -1.261 0.899 -0.158
C -2.013 0.606 -1.688
C -1.799 -0.983 -2.263
O -1.066 0.358 -2.833
H -4.794 -1.923 -4.184
H -3.526 -3.032 -3.446
H -5.349 -3.589 -3.650
H -2.906 -3.519 -1.413
H -4.370 -4.617 -1.040
H -2.369 -4.810 0.600
H -4.009 -4.339 1.424
H -3.044 -2.359 2.317
H -2.566 -1.818 0.593
H -0.275 -2.684 0.746
H -0.785 -4.030 1.946
H -1.108 -1.537 3.563
H 0.167 -2.851 3.684
H 1.719 -1.192 3.377
H 1.334 -1.312 1.495
H 0.508 0.718 3.814
H -0.793 0.339 2.548
H 1.465 0.944 0.839
H 1.930 1.981 2.289
H 0.300 3.115 3.961
H -1.714 2.126 3.356
H -1.542 4.956 2.061
H 2.272 6.143 -0.200
H 2.714 5.085 -1.608
H -0.064 6.885 -1.333
H 0.286 7.438 -3.406
H 2.105 2.226 -0.739
H 1.057 0.997 -1.596
H 3.198 2.162 -2.763
H 0.740 1.679 -4.696
H 1.525 0.292 -3.613
H 2.529 1.232 -4.835
H -2.220 4.309 0.133
H -2.975 3.097 -1.020
H -3.108 1.846 1.771
H -3.663 3.592 1.765
H -0.343 0.219 -0.203
H -1.959 0.451 0.625
H -3.082 1.128 -1.894
H -0.843 -1.470 -2.640
H -1.524 -1.249 -1.146
C 5.190 -1.062 6.684
O 5.932 -2.121 6.082
C 5.172 -3.074 5.514
O 3.963 -3.092 5.480
O 5.991 -4.002 4.990
C 5.317 -5.084 4.349
H 5.903 -0.354 7.109
H 4.589 -0.539 5.936
H 4.559 -1.443 7.490
H 4.720 -4.722 3.508
H 4.691 -5.625 5.063
H 6.074 -5.768 3.966
C 3.010 -5.754 -3.867
O 1.835 -5.233 -4.487
C 1.857 -3.904 -4.682
O 2.759 -3.156 -4.384
O 0.699 -3.549 -5.269
C 0.585 -2.154 -5.538
H 2.880 -6.832 -3.759
H 3.888 -5.572 -4.491
H 3.146 -5.321 -2.873
H 1.367 -1.829 -6.229
H 0.625 -1.578 -4.610
H -0.384 -1.981 -6.009
```

## Properties
orbital gap: 6.56 eV
total energy: -93134.67957 eV
charge: +1

***

Entry 5:
Entry from the OMol25 dataset: C25H47N3O2RhS2SeSi2Te as an isolated structure at a distorted geometry (the ωB97M-V functional and the def2-TZVPD basis).

XYZ file:
```
84
C25H47N3O2RhS2SeSi2Te | the OMol25 dataset | the ωB97M-V functional and the def2-TZVPD basis
Rh 0.039 -0.228 0.145
C -3.919 -0.770 -0.496
C -2.894 -1.693 -1.150
C -2.251 -0.894 -2.280
C -3.635 -2.893 -1.737
Si -1.447 -2.167 0.160
C -0.316 -3.710 -0.547
C 1.038 -3.662 0.166
C -0.943 -5.087 -0.331
C -0.027 -3.573 -2.041
C -2.309 -2.707 1.906
C -3.410 -3.761 1.794
C -1.212 -3.242 2.823
C -2.908 -1.490 2.608
H -4.562 -0.327 -1.260
H -3.423 0.040 0.034
H -4.556 -1.315 0.195
H -2.991 -0.613 -3.032
H -1.458 -1.455 -2.760
H -1.834 0.030 -1.879
H -4.415 -2.547 -2.419
H -4.108 -3.483 -0.955
H -2.972 -3.541 -2.302
H 0.933 -3.840 1.232
H 1.496 -2.680 0.030
H 1.712 -4.417 -0.244
H -1.063 -5.310 0.726
H -0.293 -5.860 -0.755
H -1.914 -5.156 -0.817
H 0.474 -2.634 -2.255
H -0.934 -3.633 -2.635
H 0.633 -4.382 -2.362
H -3.068 -4.659 1.290
H -4.271 -3.373 1.258
H -3.748 -4.045 2.794
H -0.811 -4.183 2.462
H -1.600 -3.412 3.829
H -0.402 -2.520 2.886
H -3.785 -1.120 2.092
H -2.187 -0.680 2.661
H -3.199 -1.754 3.627
C -1.240 -0.178 5.737
Si 0.328 0.322 4.756
C 1.599 -1.107 4.768
C 1.118 1.842 5.615
Se -0.269 1.043 2.671
H -1.109 -0.062 6.809
H -1.515 -1.210 5.547
H -2.073 0.447 5.430
H 1.872 -1.371 5.784
H 2.502 -0.823 4.234
H 1.210 -2.000 4.290
H 1.258 1.684 6.679
H 0.484 2.711 5.481
H 2.082 2.075 5.176
Te 2.328 0.714 1.107
C 4.181 -0.021 0.380
C 4.486 -1.063 -0.442
C 5.855 -1.139 -0.783
C 6.592 -0.152 -0.211
S 5.615 0.882 0.760
H 3.738 -1.742 -0.812
H 6.270 -1.895 -1.429
H 7.643 0.046 -0.294
N 0.449 3.431 0.035
C -0.524 2.770 -0.676
O -1.004 1.699 -0.236
C -0.910 3.323 -1.926
C -1.796 2.656 -2.766
N -2.496 2.109 -3.504
C -0.472 4.578 -2.330
N -0.102 5.623 -2.655
H 0.489 3.202 1.020
H 0.644 4.390 -0.210
C 0.440 0.564 -4.146
S 0.755 0.730 -2.343
C 2.271 1.752 -2.582
O 1.279 -0.604 -1.950
H 1.271 0.047 -4.611
H 0.292 1.558 -4.550
H -0.467 -0.011 -4.281
H 1.980 2.714 -2.995
H 2.958 1.231 -3.242
H 2.729 1.885 -1.605
```

## Properties
orbital gap (spin up / spin down): 5.75 / 5.38 eV
total energy: -148327.89390 eV
charge: -1

***

Entry 6:
Entry from the OMol25 dataset: C2H7N3 as an isolated structure at a distorted geometry (the ωB97M-V functional and the def2-TZVPD basis).

XYZ file:
```
12
C2H7N3 | the OMol25 dataset | the ωB97M-V functional and the def2-TZVPD basis
C -1.350 -0.157 -1.070
N -0.386 1.231 0.994
N 0.513 0.315 1.314
C 1.008 -0.525 0.308
N 2.118 -0.941 -0.051
H -0.018 1.746 0.193
H 0.237 -0.199 2.151
H 2.932 -0.516 0.395
H -0.149 -0.538 -0.531
H -2.158 -0.222 -0.349
H -1.365 0.796 -1.583
H -1.382 -0.990 -1.771
```

## Properties
orbital gap (spin up / spin down): 8.04 / 8.09 eV
total energy: -6652.58062 eV
energy relative to the best compared isomer or geometry (same formula, charge and spin): 518.6 kJ/mol

***

Entry 7:
Entry from the OMol25 dataset: a 11-piece molecular cluster, C12H46N2O11 overall at a distorted geometry (the ωB97M-V functional and the def2-TZVPD basis).

XYZ file:
```
71
C12H46N2O11 | the OMol25 dataset | the ωB97M-V functional and the def2-TZVPD basis
C -0.644 -2.424 -2.849
C 0.625 -2.918 -2.349
O 0.628 -4.294 -2.218
H -0.730 -1.377 -2.888
H -1.393 -2.935 -2.349
H -0.781 -2.647 -3.871
H 1.032 -2.551 -1.386
H 1.373 -2.751 -3.105
H 1.117 -4.777 -1.450
C -0.560 3.053 1.690
O 0.785 2.749 1.455
N -1.118 4.114 1.227
N -1.360 2.435 2.498
H -0.506 4.756 0.646
H -2.151 4.351 1.182
H -0.987 1.614 2.985
H -2.316 2.757 2.716
C 0.545 -0.274 -5.228
O 0.432 1.026 -5.670
H 0.812 -0.244 -4.130
H 1.374 -0.917 -5.683
H -0.391 -0.834 -5.307
H 1.262 1.509 -5.490
C 3.547 -1.856 1.902
O 2.406 -1.664 1.118
H 3.490 -1.330 2.855
H 4.267 -1.225 1.356
H 3.786 -2.895 1.924
H 2.421 -2.341 0.475
C -0.094 0.210 -0.636
O 0.003 -1.032 0.116
H 0.595 -0.003 -1.470
H 0.185 1.084 0.014
H -1.102 0.189 -1.052
H 0.832 -0.991 0.646
C -1.530 -1.469 3.066
O -1.191 -0.249 3.640
H -2.509 -1.396 2.657
H -1.575 -2.300 3.781
H -0.716 -1.539 2.304
H -0.270 -0.230 3.624
C -3.672 0.557 1.166
O -3.256 1.763 0.595
H -4.819 0.585 1.339
H -3.189 0.440 2.103
H -3.421 -0.295 0.553
H -2.432 2.067 1.023
C 1.744 1.194 3.914
O 1.167 0.447 2.867
H 2.496 1.913 3.544
H 2.234 0.637 4.665
H 0.848 1.741 4.228
H 1.605 0.595 2.044
C -0.326 2.575 -2.765
O -1.247 1.900 -3.661
H -0.853 2.694 -1.792
H -0.011 3.607 -2.932
H 0.647 2.064 -2.623
H -0.800 1.835 -4.499
C 3.161 1.692 0.089
O 3.448 2.813 0.915
H 2.666 0.885 0.626
H 3.991 1.184 -0.393
H 2.428 2.052 -0.662
H 2.776 2.915 1.577
C -2.783 -3.115 0.224
O -1.436 -3.347 0.454
H -3.290 -4.107 0.361
H -3.043 -2.752 -0.842
H -3.238 -2.361 0.876
H -0.978 -2.565 0.245
```

## Properties
structure (SMILES): NC(N)=O.CCO.CO.CO.CO.CO.CO.CO.CO.CO.CO
orbital gap: 9.91 eV
total energy: -38686.13849 eV
energy relative to the best compared isomer or geometry (same formula, charge and spin): 357.1 kJ/mol

***

Entry 8:
Entry from the OMol25 dataset: C23H49N4P3PtSe as an isolated structure at a distorted geometry (the ωB97M-V functional and the def2-TZVPD basis).

XYZ file:
```
81
C23H49N4P3PtSe | the OMol25 dataset | the ωB97M-V functional and the def2-TZVPD basis
Pt 0.530 0.816 0.163
P -0.474 1.910 3.005
P 1.626 2.471 -1.009
P 2.319 -0.153 1.095
H -2.285 -3.499 0.619
C -1.623 -3.500 1.492
C -1.923 -2.799 2.601
H -2.834 -2.191 2.663
C -2.162 2.531 3.130
C 0.609 3.047 3.883
C -0.444 0.305 3.825
C 2.318 1.853 -2.587
C 0.629 3.910 -1.527
C 3.038 3.244 -0.145
C 1.823 -1.812 1.666
C 3.111 0.657 2.526
C 3.768 -0.488 0.029
H -0.752 -4.165 1.448
H -1.310 -2.865 3.506
H -2.886 1.762 2.828
H -2.288 3.413 2.489
H -2.371 2.821 4.170
H 0.672 3.993 3.328
H 1.619 2.630 3.988
H 0.189 3.243 4.880
H -0.916 -0.474 3.213
H -1.001 0.382 4.771
H 0.581 -0.004 4.057
H 2.998 2.608 -3.009
H 1.502 1.669 -3.298
H 2.858 0.909 -2.435
H 1.299 4.696 -1.907
H 0.072 4.314 -0.672
H -0.076 3.637 -2.324
H 3.405 4.084 -0.752
H 3.858 2.532 0.010
H 2.711 3.633 0.829
H 2.662 -2.279 2.199
H 1.557 -2.423 0.790
H 0.951 -1.761 2.331
H 4.043 0.120 2.753
H 2.466 0.624 3.410
H 3.359 1.700 2.294
H 4.540 -0.962 0.653
H 4.181 0.433 -0.400
H 3.483 -1.173 -0.781
C 1.249 -3.384 -2.318
C 0.420 -4.396 -1.789
C 0.582 -5.720 -2.199
C 1.562 -6.055 -3.147
C 2.390 -5.050 -3.676
C 2.244 -3.729 -3.261
Se 1.036 -1.576 -1.856
H -0.002 1.947 1.542
H -0.349 -4.107 -1.071
H -0.061 -6.494 -1.777
H 1.682 -7.091 -3.471
H 3.153 -5.298 -4.414
H 2.873 -2.933 -3.661
C -2.108 -0.457 -0.210
N -1.417 0.779 -0.737
C -2.243 1.982 -0.387
N -3.610 1.864 -0.906
C -4.234 0.633 -0.371
N -3.467 -0.580 -0.743
C -3.398 -0.648 -2.221
N -2.755 0.561 -2.794
C -1.401 0.696 -2.244
C -3.553 1.737 -2.381
H -2.171 -0.385 0.884
H -1.525 -1.339 -0.507
H -1.778 2.871 -0.829
H -2.304 2.084 0.704
H -5.240 0.553 -0.805
H -4.290 0.699 0.724
H -2.826 -1.537 -2.519
H -4.424 -0.699 -2.612
H -0.953 1.618 -2.643
H -0.829 -0.195 -2.551
H -4.578 1.602 -2.754
H -3.105 2.646 -2.801
```

## Properties
orbital gap (spin up / spin down): 7.43 / 3.71 eV
spin multiplicity: 5
total energy: -127022.49782 eV
charge: +4

***

Entry 9:
Entry from the OMol25 dataset: a 2-piece molecular cluster, C3H4Si overall at a distorted geometry (the ωB97M-V functional and the def2-TZVPD basis).

XYZ file:
```
8
C3H4Si | the OMol25 dataset | the ωB97M-V functional and the def2-TZVPD basis
C -0.851 0.437 -0.819
C 0.302 0.025 0.168
C -1.130 0.158 0.438
Si 1.471 1.494 0.407
H -1.410 0.418 -1.752
H 0.574 -1.048 0.025
H -1.664 0.267 1.358
H -0.010 2.230 1.642
```

## Properties
orbital gap: 7.34 eV
total energy: -11046.90306 eV
energy relative to the best compared isomer or geometry (same formula, charge and spin): 276.7 kJ/mol

***

Entry 10:
Entry from the OMol25 dataset: a 2-piece molecular cluster, C24H18Cl2N4O3 overall at a distorted geometry (the ωB97M-V functional and the def2-TZVPD basis).

XYZ file:
```
51
C24H18Cl2N4O3 | the OMol25 dataset | the ωB97M-V functional and the def2-TZVPD basis
N -1.460 -1.206 3.713
C -0.606 -0.535 3.296
C 0.393 0.332 2.676
C 0.255 1.714 3.170
C -1.014 2.305 3.256
N -2.066 2.811 3.366
C 1.386 2.619 3.203
O 1.254 3.836 3.071
C 2.717 1.965 3.341
Cl 4.017 3.010 3.668
C 2.899 0.622 3.169
Cl 4.434 -0.106 3.293
C 1.776 -0.293 2.904
O 1.901 -1.525 2.886
C -0.151 -2.645 0.542
N -0.970 -1.460 0.353
C -0.484 -0.207 0.028
H 0.181 0.389 1.592
C 0.652 -0.039 -0.898
C 1.961 0.363 -0.541
C 2.938 0.428 -1.519
C 2.632 0.149 -2.875
O 3.625 0.269 -3.795
C 3.322 0.012 -5.194
C 1.317 -0.234 -3.233
C 0.357 -0.321 -2.248
N -1.594 0.612 -0.065
C -1.541 2.036 -0.334
C -2.754 -0.153 0.015
C -2.362 -1.469 0.256
C -3.204 -2.545 0.042
C -4.493 -2.250 -0.417
C -4.900 -0.923 -0.642
C -4.038 0.153 -0.425
H -0.834 -3.491 0.636
H 0.476 -2.827 -0.341
H 0.485 -2.544 1.435
H 2.193 0.622 0.490
H 3.961 0.706 -1.286
H 4.272 0.203 -5.705
H 3.005 -1.035 -5.335
H 2.538 0.700 -5.556
H 1.047 -0.459 -4.267
H -0.666 -0.618 -2.517
H -2.540 2.355 -0.634
H -1.222 2.583 0.564
H -0.854 2.253 -1.158
H -2.833 -3.558 0.203
H -5.192 -3.061 -0.596
H -5.917 -0.734 -0.986
H -4.300 1.190 -0.601
```

## Properties
orbital gap: 5.74 eV
total energy: -62324.48102 eV